Record 1
{"formula": "C14H11BN2O6", "method": "ωB97M-V/def2-TZVPD", "species": ["H", "O", "C", "C", "H", "N", "H", "H", "C", "C", "H", "H", "O", "C", "H", "H", "O", "H", "C", "H", "O", "C", "C", "B", "H", "O", "C", "O", "C", "N", "C", "C", "C", "C"], "xyz": [[-0.659, 2.539, 0.396], [-2.643, 0.838, 2.200], [-1.617, -2.328, 2.452], [-0.933, -1.717, 1.681], [5.113, -0.311, 0.570], [3.597, -0.234, -1.974], [-1.144, 2.835, 2.058], [-5.167, -0.125, -0.648], [-0.748, -0.124, -0.226], [3.207, -1.417, -1.213], [-4.906, -1.192, 0.718], [-4.643, 0.526, 0.965], [5.374, 0.018, -0.298], [-2.157, 1.208, 1.171], [-2.007, -3.015, 3.172], [-0.374, 1.233, -1.891], [3.806, -2.434, -1.072], [-2.251, 3.343, 0.729], [1.819, -1.093, -0.684], [3.760, 1.951, 0.233], [-2.866, -1.659, -0.652], [-4.545, -0.279, 0.236], [1.281, -0.062, -1.457], [4.306, 0.596, -0.988], [1.524, -2.429, 0.968], [2.245, 0.873, -3.508], [0.009, 0.437, -1.260], [3.954, 1.908, -0.712], [1.094, -1.640, 0.360], [-2.080, 0.403, -0.037], [2.345, 0.309, -2.466], [-3.108, -0.584, -0.164], [-0.197, -1.136, 0.581], [-1.527, 2.598, 1.062]], "nbo_charge": [0.225, -0.521, -0.154, -0.058, 0.498, -0.752, 0.239, 0.244, 0.165, 0.689, 0.251, 0.232, -0.909, 0.732, 0.244, 0.250, -0.476, 0.250, -0.134, 0.498, -0.561, -0.717, -0.138, 1.225, 0.245, -0.477, -0.160, -0.901, -0.152, -0.564, 0.706, 0.720, -0.022, -0.717], "lumo_energy_ev": -0.82, "fmax_ev_per_a": 1.69, "relative_energy_ev": 0.000, "smiles": "C#Cc1cc2c(cc1N(C(C)=O)C(C)=O)C(=O)N(B(O)O)C2=O", "e_tot_ha": -1125.96410, "gap_ev": 8.918}

=====

Record 2
{"formula": "C14H11Cl3F6NO4S7SeSiV", "method": "ωB97M-V/def2-TZVPD", "species": ["C", "F", "H", "F", "Si", "H", "Cl", "S", "C", "C", "S", "S", "O", "N", "Cl", "S", "C", "C", "S", "S", "H", "C", "C", "H", "C", "C", "H", "O", "F", "O", "H", "C", "C", "F", "H", "V", "O", "F", "H", "S", "Cl", "H", "H", "C", "C", "C", "H", "Se", "F"], "xyz": [[-1.855, 2.448, 1.577], [0.767, -3.006, -2.930], [-1.605, 1.241, 3.348], [2.099, -3.475, -1.280], [2.939, 1.279, 0.198], [-3.919, 5.618, -0.831], [1.789, 2.689, -0.879], [4.102, -1.765, 1.368], [0.795, -3.229, -1.615], [5.342, -2.408, 0.326], [4.230, -1.183, -1.839], [0.140, -1.703, -0.617], [-3.577, -3.090, -1.061], [-1.329, -2.211, -0.954], [2.734, 1.876, 2.227], [8.954, -4.462, -0.614], [5.393, -2.173, -1.001], [-1.591, 1.161, -2.007], [-2.711, -2.325, -0.204], [6.658, -3.366, 0.952], [-3.261, 3.216, -1.928], [-2.005, 1.926, -0.783], [-2.384, -3.454, 1.206], [-0.521, 0.960, -1.999], [7.525, -3.602, -0.506], [-1.515, 1.623, 0.496], [-2.106, 0.204, -2.068], [0.910, -0.756, -1.518], [-1.665, -2.865, 2.152], [1.017, -2.106, 0.585], [-5.237, 4.548, -0.366], [-4.257, 4.922, -0.059], [-2.735, 3.511, 1.376], [-3.560, -3.820, 1.731], [-4.392, 5.486, 0.866], [2.579, -1.083, -0.250], [-3.226, -1.134, 0.411], [0.132, -4.361, -1.373], [-1.672, 2.991, 3.645], [6.759, -2.861, -1.838], [4.893, 2.029, -0.165], [-0.217, 2.234, 2.967], [-1.830, 1.733, -2.905], [-1.308, 2.220, 2.964], [-2.883, 2.996, -0.933], [-3.276, 3.792, 0.134], [-2.999, 4.133, 2.228], [-0.375, 0.154, 0.959], [-1.745, -4.552, 0.809]], "nbo_charge": [0.077, -0.326, 0.228, -0.335, 0.968, 0.204, -0.441, -0.142, 0.720, -0.402, -0.072, 1.989, -0.937, -1.200, -0.451, -0.217, -0.431, -0.645, 2.272, 0.491, 0.187, -0.002, 0.707, 0.254, -0.571, -0.214, 0.225, -0.940, -0.304, -0.940, 0.204, -0.616, -0.251, -0.326, 0.201, 0.692, -0.922, -0.327, 0.192, 0.495, -0.451, 0.239, 0.196, -0.661, -0.220, -0.047, 0.184, -0.017, -0.315], "charge": -2, "lumo_energy_ev": [4.01, 4.01], "fmax_ev_per_a": 1.07, "relative_energy_ev": 2.297, "multiplicity": 3, "e_tot_ha": -9298.10946, "gap_ev": [6.607, 6.656]}